# 1
18
Properties=species:S:1:pos:R:3:mulliken_charge:R:1 method="wB97M-V/def2-TZVPD" e_tot_ev=-9909.246 smiles=OCCCNCO e_above_lowest_kj_mol=289.05 lumo_ev=0.6 homo_energy_ev=-9.146 charge=0 orbital_gap_ev=9.718
C -1.3395 0.0666 -0.6388 -0.652
C 0.0064 0.5526 -1.2834 -0.413
C 0.8068 1.3384 -0.2286 -0.477
O 1.8445 1.9518 -0.8980 -0.534
N -1.3189 -1.1496 0.3023 -0.366
C -0.6286 -1.1493 1.6257 -0.315
O 0.6232 -2.0016 1.5816 -0.557
H -1.7366 1.0703 -0.2831 0.362
H -1.8463 -0.3763 -1.4958 0.283
H 0.1100 1.1715 -2.1374 0.377
H 0.6713 -0.2693 -1.3886 0.299
H 0.1238 2.1063 0.0981 0.346
H 1.1030 0.7230 0.6313 0.120
H 2.5573 1.2822 -1.0827 0.345
H -0.7801 -1.9105 -0.2006 0.288
H -0.2922 -0.1628 1.9558 0.290
H -1.3078 -1.7175 2.1985 0.292
H 1.4038 -1.5257 1.2436 0.314



# 2
18
Properties=species:S:1:pos:R:3:mulliken_charge:R:1 method="wB97M-V/def2-TZVPD" e_tot_ev=-9909.797 smiles="C[C@H](N)CC=O.O" e_above_lowest_kj_mol=235.90 lumo_ev=0.6 homo_energy_ev=-9.456 charge=0 orbital_gap_ev=10.032
C 0.2824 1.0258 -1.6252 -1.167
C 0.0060 0.6318 -0.1228 0.075
C -1.5666 0.5132 0.0416 -0.367
C -2.0713 0.4763 1.4514 -0.011
O -3.1294 0.1471 1.9523 -0.495
N 0.5110 -0.7011 0.2536 -0.672
H 0.1940 0.1442 -2.3368 0.275
H -0.5351 1.7552 -1.9515 0.306
H 1.2895 1.4687 -1.7168 0.348
H 0.2133 1.6229 0.4121 0.311
H -2.1713 1.2009 -0.5459 0.431
H -1.5876 -0.5264 -0.3216 0.111
H -1.1573 0.5490 2.0544 0.289
H 1.5102 -0.8551 -0.0136 0.253
H 0.0249 -1.2583 -0.5004 0.306
H 4.8264 -1.8935 -1.8016 0.314
H 4.8952 -1.0984 -0.5692 0.320
O 4.2567 -1.6575 -1.0715 -0.628